Record 1
C3H6N2O | the ωB97M-V functional and the def2-TZVPD basis

Calculated values
- LUMO level (eV) = 0.49
- SMILES = NC(N)=CC=O
- HOMO (eV) = -8.6068

Last column: natural (NBO) charge in e.
Geometry (Å):
N (0.266, 1.020, 1.403)  -0.81
C (-0.016, 0.354, 0.256)  0.46
N (0.822, 0.999, -0.751)  -0.85
C (-0.732, -0.845, 0.207)  -0.49
C (-0.651, -1.593, -0.981)  0.37
O (-0.832, -2.899, -1.107)  -0.59
H (0.261, 1.982, 1.269)  0.38
H (-0.149, 0.748, 2.330)  0.40
H (0.869, 0.727, -1.676)  0.40
H (1.647, 1.532, -0.146)  0.41
H (-1.326, -1.064, 1.008)  0.22
H (-0.159, -0.960, -1.813)  0.09

=====

Record 2
C5H8O2 | the ωB97M-V functional and the def2-TZVPD basis

Calculated values
- LUMO level (eV) = 0.85
- SMILES = C=COCC(=C)O
- HOMO (eV) = -8.9904

Last column: natural (NBO) charge in e.
Geometry (Å):
C (-2.233, 1.252, 0.074)  -0.49
C (-1.628, 0.083, -0.069)  0.13
O (-0.782, -0.186, -1.106)  -0.51
C (0.241, -1.101, -0.778)  -0.12
C (1.285, -0.492, 0.126)  0.30
C (1.563, 0.809, 0.163)  -0.53
O (1.889, -1.461, 0.869)  -0.68
H (-2.944, 1.399, 0.878)  0.21
H (-2.039, 2.067, -0.615)  0.21
H (-1.790, -0.750, 0.618)  0.17
H (0.689, -1.408, -1.726)  0.21
H (-0.171, -1.997, -0.290)  0.19
H (1.007, 1.488, -0.471)  0.23
H (2.315, 1.221, 0.830)  0.20
H (2.550, -1.041, 1.434)  0.48

=====

Record 3
C5H34N2O12 | the ωB97M-V functional and the def2-TZVPD basis

Calculated values
- LUMO level (eV) = 0.10
- SMILES = CCCC(=O)NCN.O.O.O.O.O.O.O.O.O.O.O
- HOMO (eV) = -9.0482

Last column: natural (NBO) charge in e.
Geometry (Å):
C (1.712, 2.889, -1.535)  -0.63
C (0.975, 3.598, -0.429)  -0.39
C (-0.166, 2.772, 0.222)  -0.49
C (-0.536, 1.518, -0.551)  0.70
O (-1.535, 1.460, -1.288)  -0.74
N (0.079, 0.337, -0.386)  -0.64
C (-0.436, -0.920, -1.037)  -0.05
N (0.698, -1.814, -1.070)  -0.94
H (2.473, 3.594, -1.907)  0.22
H (2.002, 1.877, -1.342)  0.22
H (1.129, 2.775, -2.477)  0.21
H (0.467, 4.489, -0.831)  0.21
H (1.648, 3.862, 0.364)  0.21
H (-1.064, 3.389, 0.305)  0.23
H (0.242, 2.395, 1.169)  0.22
H (0.927, 0.175, 0.145)  0.41
H (-1.167, -1.371, -0.401)  0.20
H (-0.796, -0.579, -2.023)  0.23
H (1.003, -2.278, -1.908)  0.39
H (0.980, -2.410, -0.274)  0.40
O (-4.175, -1.625, 1.548)  -0.98
H (-4.563, -2.493, 1.709)  0.47
H (-3.364, -1.660, 2.089)  0.50
O (-1.727, -2.450, 2.633)  -0.98
H (-1.612, -1.926, 3.447)  0.50
H (-0.989, -2.418, 2.030)  0.49
O (2.514, 0.024, 1.944)  -0.99
H (3.368, 0.250, 1.546)  0.49
H (2.092, 0.900, 2.112)  0.48
O (1.524, -3.084, 1.222)  -0.96
H (2.155, -2.728, 1.849)  0.50
H (1.912, -3.782, 0.672)  0.49
O (3.900, -1.358, -1.387)  -0.96
H (2.974, -1.194, -1.180)  0.49
H (3.886, -2.002, -2.103)  0.47
O (-1.063, 0.453, -4.207)  -0.95
H (-0.778, 0.950, -3.428)  0.48
H (-1.520, 1.120, -4.728)  0.47
O (-0.337, -0.174, 3.506)  -0.95
H (0.311, -0.773, 3.125)  0.47
H (-0.410, 0.591, 2.900)  0.48
O (0.148, -3.636, -3.776)  -0.94
H (-0.817, -3.612, -3.723)  0.48
H (0.308, -2.845, -4.301)  0.47
O (1.471, 2.201, 3.281)  -0.96
H (0.947, 1.396, 3.260)  0.47
H (1.946, 2.304, 4.103)  0.50
O (-3.295, -0.896, -1.483)  -0.99
H (-3.989, -1.021, -0.818)  0.49
H (-2.971, 0.016, -1.553)  0.50
O (-1.926, 1.032, 1.897)  -0.96
H (-2.320, 0.741, 1.066)  0.50
H (-2.235, 1.943, 2.002)  0.48

=====

Record 4
C61H58BMoN11O3 | the ωB97M-V functional and the def2-TZVPD basis

Calculated values
- spin multiplicity = 3
- LUMO level (spin up / spin down) (eV) = 0.09 / -0.30
- expectation value of S² = 2.02
- HOMO (spin up / spin down) (eV) = -7.1540 / -7.7247

Last column: Löwdin spin population.
Geometry (Å):
Mo (-0.253, -0.087, 0.588)  1.70
C (-5.689, 0.369, 3.050)  0.00
C (-4.216, 0.593, 3.123)  0.00
C (-3.524, 1.335, 4.054)  0.00
C (-2.169, 1.091, 3.782)  0.00
N (-2.046, 0.271, 2.743)  0.01
N (-3.302, -0.023, 2.342)  0.00
B (-3.485, -1.048, 1.209)  0.00
N (-2.525, -2.219, 1.498)  0.01
N (-1.381, -2.468, 0.814)  0.03
C (-0.875, -3.587, 1.331)  0.00
C (-1.661, -4.035, 2.398)  0.00
C (-2.703, -3.129, 2.477)  0.00
C (-3.837, -3.084, 3.441)  0.00
C (0.265, -4.304, 0.734)  0.00
C (0.402, -4.369, -0.649)  0.00
C (1.415, -5.117, -1.224)  0.00
C (2.310, -5.811, -0.422)  0.00
C (2.184, -5.751, 0.958)  0.00
C (1.163, -5.007, 1.531)  0.00
N (-3.268, -0.481, -0.234)  0.01
N (-2.148, -0.677, -0.989)  0.02
C (-2.493, -0.372, -2.246)  0.00
C (-3.789, 0.142, -2.289)  0.00
C (-4.252, 0.036, -0.994)  0.00
C (-5.598, 0.411, -0.485)  0.00
C (-1.733, -0.778, -3.441)  0.00
C (-1.641, 0.048, -4.558)  0.00
C (-1.076, -0.422, -5.734)  0.00
C (-0.593, -1.721, -5.805)  0.00
C (-0.688, -2.553, -4.697)  0.00
C (-1.264, -2.087, -3.528)  0.00
C (-1.052, 1.539, 4.632)  0.00
C (-0.158, 0.614, 5.159)  0.00
C (0.819, 1.010, 6.059)  0.00
C (0.898, 2.335, 6.460)  0.00
C (0.002, 3.265, 5.946)  0.00
C (-0.963, 2.870, 5.034)  0.00
H (-6.144, 0.814, 2.169)  0.00
H (-6.154, 0.816, 3.928)  0.00
H (-5.927, -0.693, 3.043)  0.00
H (-3.933, 1.899, 4.873)  0.00
H (-4.622, -1.435, 1.246)  0.00
H (-1.535, -4.932, 2.978)  0.00
H (-3.984, -4.067, 3.886)  0.00
H (-4.762, -2.783, 2.954)  0.00
H (-3.635, -2.370, 4.242)  0.00
H (-0.302, -3.830, -1.266)  0.00
H (1.510, -5.155, -2.300)  0.00
H (3.103, -6.395, -0.871)  0.00
H (2.880, -6.285, 1.592)  0.00
H (1.065, -4.972, 2.606)  0.00
H (-4.348, 0.436, -3.160)  0.00
H (-6.220, 0.736, -1.318)  0.00
H (-5.523, 1.234, 0.226)  0.00
H (-6.088, -0.423, 0.014)  0.00
H (-2.033, 1.057, -4.511)  0.00
H (-1.021, 0.223, -6.601)  0.00
H (-0.156, -2.087, -6.724)  0.00
H (-0.325, -3.570, -4.748)  0.00
H (-1.370, -2.729, -2.665)  0.00
H (-0.246, -0.425, 4.867)  0.00
H (1.513, 0.278, 6.449)  0.00
H (1.653, 2.645, 7.170)  0.00
H (0.060, 4.301, 6.254)  0.00
H (-1.662, 3.593, 4.630)  0.00
C (-2.616, 3.712, 0.284)  0.00
C (-1.485, 2.785, 0.656)  0.03
O (-1.690, 1.552, 0.421)  0.05
C (-0.336, 3.321, 1.222)  0.01
C (0.702, 2.590, 1.824)  0.03
C (1.736, 3.351, 2.600)  0.00
N (0.792, 1.276, 1.771)  -0.02
N (1.728, 0.740, 2.655)  0.01
C (1.470, -0.508, 2.802)  0.00
O (0.533, -1.107, 2.103)  0.03
C (2.202, -1.314, 3.796)  0.00
C (3.408, -0.869, 4.330)  0.00
C (4.056, -1.626, 5.291)  0.00
C (3.499, -2.821, 5.731)  0.00
C (2.292, -3.258, 5.206)  0.00
C (1.645, -2.509, 4.235)  0.00
H (-3.102, 4.088, 1.186)  0.00
H (-3.350, 3.169, -0.308)  0.00
H (-2.248, 4.571, -0.277)  0.00
H (-0.297, 4.394, 1.332)  0.00
H (1.667, 4.411, 2.366)  0.00
H (2.734, 2.976, 2.381)  0.00
H (1.572, 3.209, 3.668)  0.00
H (3.821, 0.068, 3.984)  0.00
H (4.997, -1.285, 5.700)  0.00
H (4.007, -3.408, 6.484)  0.00
H (1.853, -4.184, 5.555)  0.00
H (0.699, -2.827, 3.817)  0.00
C (4.754, 0.593, -6.375)  0.00
C (3.701, 1.627, -6.093)  0.00
C (3.962, 2.986, -6.225)  0.00
C (2.996, 3.935, -5.929)  0.00
C (1.731, 3.540, -5.512)  0.00
N (0.792, 4.548, -5.199)  0.00
C (-0.395, 4.488, -4.513)  0.00
O (-1.296, 5.266, -4.749)  0.00
N (-0.568, 3.493, -3.561)  0.00
C (0.343, 2.942, -2.646)  0.00
C (1.660, 3.345, -2.473)  0.01
C (2.439, 2.653, -1.558)  0.00
C (1.893, 1.633, -0.814)  0.01
N (0.592, 1.297, -0.914)  -0.01
C (-0.146, 1.927, -1.830)  0.01
C (1.446, 2.186, -5.404)  0.00
C (2.427, 1.251, -5.680)  0.00
H (5.669, 1.052, -6.744)  0.00
H (4.410, -0.123, -7.122)  0.00
H (4.999, 0.031, -5.472)  0.00
H (4.941, 3.314, -6.550)  0.00
H (3.228, 4.990, -6.012)  0.00
H (0.833, 5.381, -5.771)  0.00
H (-1.535, 3.463, -3.267)  0.00
H (2.074, 4.170, -3.027)  0.00
H (3.478, 2.911, -1.411)  0.00
H (2.489, 1.083, -0.100)  0.00
H (-1.187, 1.632, -1.904)  0.00
H (0.468, 1.857, -5.089)  0.00
H (2.187, 0.200, -5.570)  0.00
C (3.475, -2.361, -1.913)  0.02
C (2.408, -1.763, -2.566)  0.00
C (1.381, -1.188, -1.833)  0.02
C (1.336, -1.204, -0.436)  -0.02
C (2.405, -1.859, 0.188)  0.02
C (3.462, -2.406, -0.530)  0.00
H (4.293, -2.796, -2.472)  0.00
H (2.378, -1.720, -3.648)  0.00
H (0.611, -0.674, -2.390)  0.00
H (2.440, -1.981, 1.258)  0.00
H (4.267, -2.892, 0.007)  0.00

=====

In order of appearance, energy relative to the best compared isomer or geometry (same formula, charge and spin) = 260.01; 187.14; 283.43; 15.28 kJ/mol.